No. 1
108
Properties=species:S:1:pos:R:3:forces:R:3 method="wB97M-V/def2-TZVPD" s2=3.774 e_lumo_ev="-9.17 / -9.00" multiplicity=4 charge=+3 molar_mass_da=887.5 homo_ev="-14.98 / -14.98" e_tot_ha=-5889.6806 orbital_gap_ev="5.8 / 6.0"
Cr -0.853647 0.065206 -0.460660 -1.2 0.2 0.1
C -5.982790 -1.758116 -0.097108 0.0 0.0 0.0
N -4.595569 -1.476843 0.281634 0.0 0.0 0.0
C -4.058088 -1.697550 1.522509 0.0 0.0 0.0
C -2.771465 -1.253402 1.478409 0.0 -0.1 0.0
N -2.532835 -0.762479 0.224565 0.1 0.0 0.0
C -3.646598 -0.910173 -0.487815 -0.1 0.1 0.0
P -3.861098 -0.351890 -2.214394 0.0 -0.1 0.0
C -2.304977 -1.038301 -2.849684 0.0 0.2 -0.1
N -1.091819 -0.762383 -2.366627 0.3 -0.4 0.2
C -0.193229 -1.367389 -3.203435 0.0 0.1 0.0
C -0.873249 -1.998885 -4.199596 0.0 0.0 0.0
N -2.202605 -1.786669 -3.960868 0.0 0.0 0.0
C -3.298814 -2.283429 -4.793604 0.0 0.0 0.0
C -3.202217 1.327711 -1.926423 -0.1 0.0 0.0
N -2.072513 1.589237 -1.274730 0.0 0.0 -0.1
C -1.967397 2.951907 -1.202313 0.0 0.0 0.0
C -3.042620 3.512222 -1.825362 0.0 0.0 0.0
N -3.816694 2.477280 -2.270068 0.0 0.0 0.0
C -5.080688 2.614116 -2.998783 0.0 0.0 0.0
H -6.383413 -2.500853 0.586483 0.0 0.0 0.0
H -6.019558 -2.151168 -1.109520 0.0 0.0 0.0
H -6.582869 -0.853102 -0.030455 0.0 0.0 0.0
H -4.626024 -2.146236 2.319189 0.0 0.0 0.0
H -2.020806 -1.279060 2.248798 0.0 0.0 0.0
H 0.864965 -1.353947 -3.025484 0.0 0.0 0.0
H -0.528669 -2.584106 -5.034138 0.0 0.0 0.0
H -2.891470 -2.999644 -5.500422 0.0 0.0 0.0
H -3.761610 -1.466471 -5.343069 0.0 0.0 0.0
H -4.040200 -2.784773 -4.176744 0.0 0.0 0.0
H -1.150641 3.440585 -0.700751 0.0 0.0 0.0
H -3.321325 4.540684 -1.977675 0.0 0.0 0.0
H -5.285860 3.671797 -3.131556 0.0 0.0 0.0
H -5.893193 2.165709 -2.432098 0.0 0.0 0.0
H -5.004028 2.143440 -3.975822 0.0 0.0 0.0
C 1.854417 -0.549350 6.441431 0.0 0.0 0.0
C 1.824658 0.891391 5.962512 0.0 0.0 0.0
C 1.145478 1.808940 6.963115 0.0 0.0 0.0
C 1.206971 3.248085 6.487482 0.0 0.0 0.0
C 0.614487 3.369760 5.112791 0.0 0.0 0.0
C 0.063096 4.552918 4.686479 0.0 0.0 0.0
C -0.504108 4.657236 3.414456 0.0 0.0 0.0
F -1.034602 5.821440 3.051658 0.0 0.0 0.0
C -0.541313 3.604018 2.550043 0.0 0.0 0.0
C 0.021082 2.382437 2.954004 0.0 0.0 0.0
C 0.002381 1.253157 2.066954 0.0 0.0 0.0
O -0.549896 1.403355 0.883007 0.6 0.0 -0.1
C 0.549929 0.061590 2.516283 -0.1 -0.1 0.0
C 1.092673 0.006831 3.797572 0.0 0.0 0.0
N 1.134283 1.032174 4.624098 0.0 0.0 0.0
C 0.596226 2.260185 4.235695 0.0 0.0 0.0
C 0.611180 -1.197513 1.698903 0.2 0.1 0.1
O 0.974394 -2.233418 2.197782 0.0 0.0 0.0
O 0.303655 -1.062877 0.429544 -0.1 -0.1 -0.2
H 2.211861 -0.549879 7.469746 0.0 0.0 0.0
H 2.534749 -1.181898 5.873570 0.0 0.0 0.0
H 0.857024 -0.992364 6.437054 0.0 0.0 0.0
H 2.845340 1.244958 5.791635 0.0 0.0 0.0
H 1.655956 1.703634 7.919075 0.0 0.0 0.0
H 0.110279 1.488109 7.110826 0.0 0.0 0.0
H 2.248707 3.582139 6.460855 0.0 0.0 0.0
H 0.683325 3.913878 7.171999 0.0 0.0 0.0
H 0.050644 5.418395 5.337146 0.0 0.0 0.0
H -1.012038 3.698143 1.584248 0.0 0.0 0.0
H 1.512033 -0.931987 4.126421 0.0 0.0 0.0
C 4.864761 -1.830676 -1.773685 0.0 0.0 0.0
C 5.176123 -0.634144 -0.884245 0.0 0.0 0.0
C 4.254097 0.567780 -1.147246 0.0 -0.1 0.0
C 2.795864 0.214169 -0.745243 -0.1 0.0 -0.1
Ge 1.900902 1.867058 -1.118890 0.4 0.3 0.2
C 1.202399 2.391797 -2.841431 -0.1 -0.1 0.0
C 2.437366 2.728194 -3.711751 0.0 0.0 -0.1
C 3.306164 3.831520 -3.118165 0.0 0.0 0.0
C 4.449692 4.227053 -4.041063 0.0 0.0 0.0
H 5.619383 -2.604294 -1.640105 0.0 0.0 0.0
H 4.873825 -1.545859 -2.828497 0.0 0.0 0.0
H 3.895581 -2.277609 -1.543978 0.0 0.0 0.0
H 6.202445 -0.299835 -1.043792 0.0 0.0 0.0
H 5.095484 -0.910843 0.170121 0.0 0.0 0.0
H 4.313863 0.822035 -2.210824 0.0 0.0 0.0
H 4.617893 1.430129 -0.578383 0.0 0.0 0.0
H 2.729215 -0.014015 0.317390 0.1 0.0 0.0
H 2.399871 -0.632595 -1.305039 0.0 0.0 0.0
H 2.141854 2.986703 -0.103833 -0.1 0.0 0.0
H 0.570210 3.268080 -2.696672 0.0 0.0 -0.1
H 0.611058 1.593777 -3.292401 0.0 0.0 0.1
H 2.068099 3.021834 -4.696781 0.0 0.1 0.0
H 3.038651 1.829810 -3.877309 0.0 0.0 0.0
H 3.729264 3.498985 -2.152997 0.0 0.0 0.0
H 2.684994 4.702779 -2.890558 0.0 0.0 0.0
H 5.095127 3.374583 -4.257663 0.0 0.0 0.0
H 5.062764 5.008868 -3.597030 0.0 0.0 0.0
H 4.062017 4.603464 -4.988361 0.0 0.0 0.0
C -0.580211 -7.260725 -0.345391 0.0 0.0 0.1
N -0.377510 -5.837049 -0.536915 0.0 0.0 -0.1
C 0.898728 -5.210314 -0.807745 0.0 0.0 0.1
C 0.471429 -3.770518 -1.079414 0.0 0.0 0.1
O 1.248772 -2.891964 -1.407715 0.0 -0.1 0.0
N -0.888689 -3.652970 -0.895529 0.1 0.0 -0.1
C -1.311642 -4.883537 -0.599675 0.1 0.0 0.1
N -2.615127 -5.157586 -0.395417 0.0 0.0 0.0
H 0.204565 -7.801158 -0.869986 0.0 0.0 0.0
H -1.531961 -7.570969 -0.775756 0.0 0.0 0.0
H -0.546816 -7.539392 0.708967 0.0 0.0 0.0
H 1.403922 -5.649297 -1.669138 0.0 0.0 0.0
H 1.567468 -5.245438 0.054850 0.0 0.0 0.0
H -3.222096 -4.366981 -0.279174 0.0 0.0 0.0
H -2.889059 -6.017365 0.047701 0.0 0.0 0.0

---

No. 2
97
Properties=species:S:1:pos:R:3:forces:R:3 method="wB97M-V/def2-TZVPD" relative_energy_kcal_mol=12.8 s2=0.838 e_lumo_ev="-10.47 / -10.58" multiplicity=2 charge=+3 molar_mass_da=679.7 homo_ev="-16.30 / -16.24" e_tot_ha=-3344.2982 orbital_gap_ev="5.8 / 5.7"
C 2.128858 2.408925 1.031580 0.2 0.7 0.3
C 0.339725 2.780914 -0.447171 0.0 1.0 1.7
C 2.518948 3.753399 0.935247 -0.3 0.1 -0.1
C 0.526419 4.178872 -0.362397 0.1 -0.2 -0.4
C 1.668029 4.670945 0.283196 -0.2 -0.4 0.5
H 3.445115 4.085699 1.416235 -0.3 -0.2 -0.3
H -0.180620 4.854087 -0.885386 0.8 -0.5 0.2
H 1.885079 5.752916 0.261985 -0.1 -0.7 0.1
N 0.979693 1.982683 0.477289 -0.1 -0.3 -2.4
P 1.939308 -0.108729 2.242379 1.9 0.6 2.3
P -1.445707 0.992274 -2.249849 -1.1 0.8 -1.2
C 2.968935 1.349545 1.713604 0.0 0.4 0.0
H 3.774676 0.970893 1.056991 -0.5 0.4 0.1
H 3.485330 1.801564 2.566363 -0.1 -0.2 0.0
C -0.314859 2.229129 -1.650519 -1.7 -0.3 1.2
H -0.673602 3.073584 -2.306401 1.7 -0.8 0.0
C -1.436512 1.205502 -4.190601 -0.8 0.5 0.1
C -3.261228 0.743153 -1.507795 -0.3 -1.2 0.4
C 2.969985 -1.583079 1.754259 0.2 -0.5 0.6
C 1.700596 0.212542 4.089523 0.1 -0.2 0.8
C -0.927846 -0.158606 -4.701226 0.1 -0.1 0.2
H -1.534218 -0.985718 -4.300774 0.1 0.2 -0.2
H -0.968604 -0.211281 -5.796199 -0.1 0.2 0.2
H 0.114735 -0.343538 -4.408076 -0.3 0.1 -0.1
C -2.847815 1.578352 -4.688989 -0.5 0.2 -0.3
H -3.627794 0.838051 -4.496423 0.2 0.1 -0.1
H -3.154218 2.554311 -4.250923 0.2 -0.7 -0.5
H -2.839716 1.726534 -5.789391 0.2 -0.2 0.6
C -0.608734 2.418448 -4.641896 0.5 0.3 0.0
H -0.572982 2.430640 -5.747249 -0.1 -0.1 0.5
H -1.102479 3.357917 -4.326722 0.2 -0.4 -0.2
H 0.420840 2.445907 -4.285865 -0.2 -0.1 -0.2
C -3.794206 -0.541255 -2.150118 -0.1 -0.4 -0.2
H -3.085865 -1.370042 -1.997669 -0.3 0.1 0.0
H -4.746355 -0.809935 -1.660465 0.3 0.1 -0.2
H -3.986070 -0.443134 -3.225469 0.0 -0.1 0.4
C -3.286174 0.547796 0.009088 0.3 -0.2 0.2
H -2.731329 -0.350555 0.316770 -0.2 0.4 -0.1
H -2.922848 1.419385 0.563181 0.0 -0.1 -0.2
H -4.339549 0.392928 0.312488 0.5 0.1 -0.2
C -4.143583 1.951779 -1.823946 0.4 0.6 -0.6
H -4.322127 2.099995 -2.890066 0.0 -0.1 0.4
H -5.128913 1.775975 -1.368815 0.3 -0.1 0.1
H -3.738030 2.879021 -1.400987 -0.1 -0.1 0.0
C 0.899085 -0.918172 4.764207 -0.1 -0.3 0.1
H 0.832165 -0.733811 5.854854 0.0 0.1 -0.6
H -0.126268 -1.033534 4.388616 0.2 0.1 0.0
H 1.410221 -1.885543 4.648535 -0.2 0.4 0.1
C 1.072595 1.597135 4.351424 -0.2 0.2 -0.4
H 1.693273 2.391875 3.919305 -0.1 -0.1 0.1
H 0.055788 1.721432 3.971172 0.3 -0.1 0.2
H 1.034770 1.774626 5.439710 0.1 -0.2 -0.4
C 3.070869 0.255315 4.773277 0.5 -0.2 0.2
H 2.939459 0.600213 5.816528 0.0 -0.1 -0.5
H 3.536316 -0.736614 4.809805 -0.1 0.4 0.1
H 3.758456 0.950539 4.271634 -0.1 -0.2 0.4
C 3.284020 -1.475781 0.251167 0.0 0.0 -0.1
H 3.884762 -0.574717 0.046418 -0.2 -0.5 -0.2
H 3.907679 -2.350175 -0.013724 -0.4 0.4 0.0
H 2.390867 -1.460984 -0.399104 0.4 -0.1 0.2
C 2.233747 -2.898042 2.092193 0.0 -0.1 0.0
H 1.300240 -3.028915 1.525564 0.4 0.0 0.1
H 2.913050 -3.730902 1.844267 -0.3 0.2 0.0
H 1.996545 -2.980635 3.166864 0.2 0.0 -0.5
C 4.313408 -1.586527 2.501930 0.3 -0.1 0.0
H 4.801972 -0.601234 2.477246 0.0 -0.3 0.1
H 4.222522 -1.934726 3.540364 0.0 0.2 -0.5
H 4.975708 -2.299775 1.983912 -0.2 0.3 0.2
V 0.342206 -0.043064 0.657878 1.0 -1.8 -4.0
C -0.853300 0.586129 1.933708 -5.6 2.5 5.9
O -1.656350 0.800162 2.776292 3.7 -1.1 -4.0
N 0.507041 -0.220721 -1.176884 -1.2 2.7 1.3
C 0.478790 0.814672 -2.014966 2.6 1.2 -1.6
C 1.789351 1.149896 -2.768723 -0.9 -0.5 -0.2
C 2.483751 0.096271 -3.370449 0.0 0.1 0.0
C 2.271045 2.470119 -2.872375 0.2 -0.1 0.0
C 3.647149 0.333593 -4.095309 0.2 0.2 0.3
H 2.085714 -0.908889 -3.251306 0.1 0.1 -0.2
C 3.464425 2.715757 -3.573265 -0.1 0.0 0.5
H 1.725527 3.297480 -2.389295 0.5 -0.5 -0.6
C 4.165568 1.638943 -4.143953 -0.3 0.1 -0.5
H 4.154775 -0.496734 -4.602280 -0.2 0.5 0.3
H 3.851575 3.755902 -3.638509 -0.3 -1.0 0.0
H 5.090684 1.833832 -4.700339 -0.4 -0.1 0.3
N -0.661283 -1.707524 0.882342 -1.9 -1.6 0.4
C -1.513079 -2.492985 1.056989 1.9 0.5 -0.2
C -2.420952 -3.511716 1.338448 -0.8 -0.9 0.1
C -2.200091 -4.349557 2.458273 -0.2 -0.1 0.4
C -3.189545 -5.253033 2.852774 0.1 0.1 -0.3
C -4.366180 -5.368501 2.087362 0.1 0.1 0.1
C -4.555617 -4.589193 0.931260 0.2 -0.1 0.0
C -3.565599 -3.694384 0.531384 -0.3 -0.1 0.1
H -1.246028 -4.301792 2.989318 -0.4 0.1 0.0
H -3.044669 -5.868584 3.753539 0.0 0.3 -0.6
H -5.134262 -6.094374 2.388992 0.4 0.4 -0.1
H -5.475288 -4.691401 0.342557 0.5 0.0 0.2
H -3.643531 -3.160232 -0.415029 -0.2 0.0 0.3

---

> Which value of multiplicity does entry 2 give?

2